1.
Entry from the Open Molecules 2025 dataset: a cluster of 2 separate species, C5H7BrCl4 in total at a distorted geometry (ωB97M-V with the def2-TZVPD basis set).

```
17
Properties=species:S:1:pos:R:3:forces:R:3:nbo_charge:R:1
C -0.336211 -0.140527 -2.111031 -0.292 -1.560 1.655 -0.681
C 1.252070 -0.212470 2.080081 -2.922 -0.770 -0.160 -0.710
C -0.441284 0.583316 -0.779859 2.708 0.728 1.251 -0.155
C 1.299985 -0.316657 0.532857 -0.629 2.659 0.029 -0.102
C -1.608315 0.392113 0.073913 -3.299 -1.535 -1.105 -0.061
Cl 1.640981 -1.876332 0.039000 0.022 -1.259 -0.787 0.076
Cl -3.233230 1.020367 -0.866765 1.250 0.323 0.053 -0.133
Cl -2.106012 -1.348991 0.159695 0.842 -0.114 0.105 -0.011
Cl -1.849415 1.035459 1.649072 0.847 0.715 0.399 0.094
Br 2.740161 0.955640 -0.124695 -0.789 -0.568 0.260 -0.022
H -1.286865 -0.394220 -2.613046 0.107 -0.151 0.891 0.251
H 0.144253 0.437463 -2.851444 1.177 0.662 -0.436 0.236
H 0.239767 -1.090796 -1.822868 -0.779 1.034 -1.092 0.245
H 2.251942 -0.241552 2.496300 0.097 0.177 0.011 0.239
H 0.636621 -1.124435 2.513106 1.231 1.735 -0.986 0.235
H 0.650002 0.700280 2.349397 1.131 -0.798 -0.061 0.243
H 0.005558 1.621339 -0.723711 -0.704 -1.281 -0.028 0.257
```
Forces are in eV/Å.

Output
- Highest occupied orbital energy: -9.3 eV
- Relative energy (zero: lowest compared OMol25 entry of this formula, charge and spin): 1.301 eV


2.
Entry from the Open Molecules 2025 dataset: the molecule C3H3N3O2 at a distorted geometry (ωB97M-V with the def2-TZVPD basis set).

```
11
Properties=species:S:1:pos:R:3:forces:R:3:nbo_charge:R:1
C -1.096923 -0.172377 -0.225885 -0.927 -0.248 2.561 0.638
C 0.342952 1.580558 -0.128602 3.587 0.673 2.452 0.358
C 1.030555 -1.302352 -0.181142 -1.315 2.223 -0.226 0.451
H -2.441107 -0.968574 0.781774 -1.105 -4.188 1.483 0.346
H 0.466093 2.690471 0.215266 -1.149 -1.951 -1.080 0.225
H 1.474500 -2.253770 -0.276816 0.983 -0.797 0.044 0.188
N -2.175773 -0.138625 0.443780 1.921 3.615 -2.658 -0.601
N 1.436590 1.028939 0.306736 0.317 1.057 -0.434 -0.224
N -0.243706 -1.273482 -0.338266 0.929 0.512 -0.138 -0.560
O -0.738548 1.098664 -0.661489 -0.543 0.131 -1.636 -0.480
O 1.945362 -0.289450 0.064642 -2.697 -1.026 -0.369 -0.341
```
Forces are in eV/Å.

Output
- Highest occupied orbital energy: -10.2 eV
- Relative energy (zero: lowest compared OMol25 entry of this formula, charge and spin): 5.034 eV


3.
Entry from the Open Molecules 2025 dataset: a cluster of 6 separate species, C18H48BBrF3NO20PS6 in total at a distorted geometry (ωB97M-V with the def2-TZVPD basis set).

```
99
Properties=species:S:1:pos:R:3:forces:R:3:mulliken_charge:R:1
N 2.533772 0.906880 1.330644 0.371 0.598 -1.701 -0.101
B 2.607448 0.712138 -0.172375 0.384 3.231 0.266 0.468
O 2.987088 1.909201 -1.001767 1.475 -1.982 2.005 -0.477
P 2.314109 -0.915601 -1.136688 4.735 -0.820 -0.189 -0.145
Br 1.698501 0.222554 -3.057638 -0.970 0.345 -0.842 -0.344
S 0.334527 -1.345805 -0.443207 -2.921 -9.104 0.063 0.848
O -0.404445 -2.106036 -1.599545 1.498 3.461 3.080 -0.428
O 0.473446 -2.399632 0.718140 -1.334 4.567 -2.704 -0.546
C -0.693984 0.144127 0.029880 -4.309 2.567 1.424 0.529
F -0.641156 1.273082 -0.950794 0.045 -3.481 3.668 -0.188
F -0.469889 0.613497 1.448837 -0.676 -1.141 -5.011 -0.191
F -2.133003 -0.316908 0.013265 4.459 1.676 0.139 -0.252
O 3.966488 -0.645491 -1.719952 2.208 -1.166 1.681 -0.521
C 5.043619 -1.310893 -0.969022 -1.014 -1.877 1.686 -0.350
C 4.341235 -2.050061 0.350521 -1.069 -0.509 -1.208 -0.488
O 2.873298 -1.843128 0.271607 2.368 0.678 -0.776 -0.308
H 2.231554 1.903048 1.501013 1.054 -1.302 -0.063 0.186
H 3.482820 0.713811 1.718798 -1.250 0.199 0.106 0.148
H 3.999661 1.913867 -0.940557 -2.105 0.182 -0.224 0.173
H 2.150124 -2.097019 -1.986020 -0.288 0.719 1.025 0.187
H 5.465469 -2.245670 -1.543929 -0.473 2.311 0.605 0.293
H 5.884718 -0.675526 -0.461276 -1.487 -0.532 -1.786 0.210
H 4.765793 -1.678079 1.385068 -0.914 -0.823 -2.016 0.155
H 4.465284 -3.202253 0.164412 0.113 2.106 0.960 0.236
O -1.059134 -7.503765 -3.429851 -0.708 0.460 -0.829 -0.632
S -2.204541 -6.964957 -4.133051 -0.159 0.914 0.434 1.220
O -2.146478 -6.608912 -5.535065 0.244 -0.497 1.051 -0.608
O -2.789834 -5.694951 -3.295128 -0.376 -1.951 -0.697 -0.274
C -1.911606 -4.626698 -2.973739 0.981 1.355 0.188 -0.259
C -1.639708 -3.746897 -4.180131 0.180 0.052 -0.287 -1.005
C -3.586035 -8.052442 -3.889645 -0.155 0.083 0.128 -0.919
H -0.979517 -5.006717 -2.542372 -0.170 -0.059 -0.063 0.334
H -2.403624 -4.027280 -2.199424 -0.041 -0.383 -0.113 0.205
H -1.074121 -4.288212 -4.942264 -0.035 0.030 0.061 0.310
H -1.059849 -2.863794 -3.894221 -0.134 -0.165 0.135 0.387
H -2.577609 -3.422326 -4.641971 0.063 -0.018 0.124 0.262
H -3.664304 -8.294689 -2.827899 0.057 0.098 -0.169 0.304
H -3.406300 -8.959172 -4.470016 0.121 0.175 0.024 0.361
H -4.492386 -7.556970 -4.244683 0.198 -0.028 0.049 0.305
O 0.907893 6.691779 -2.545799 0.559 -0.398 -0.782 -0.680
S 1.502507 5.520898 -3.155910 -0.076 -0.752 0.271 1.179
O 2.831283 5.545754 -3.729946 -1.024 0.484 0.359 -0.611
O 0.467081 4.917075 -4.260849 0.468 -0.085 1.058 -0.100
C -0.007849 5.772516 -5.289635 -0.243 0.641 -0.939 -0.219
C 1.047749 6.000789 -6.355920 0.329 0.111 -0.061 -1.240
C 1.416419 4.172564 -2.004832 -0.180 0.066 -0.345 -0.819
H -0.361867 6.721410 -4.873037 0.085 -0.112 0.120 0.401
H -0.873338 5.278316 -5.745314 0.135 -0.114 0.342 0.125
H 1.892965 6.567218 -5.957766 -0.083 -0.046 -0.033 0.332
H 0.633305 6.562227 -7.199055 -0.061 -0.101 0.114 0.400
H 1.440541 5.047012 -6.722422 -0.136 0.108 0.039 0.287
H 0.405372 4.118745 -1.596173 0.120 0.054 -0.098 0.252
H 2.134995 4.365948 -1.206368 -0.048 0.037 -0.233 0.463
H 1.677160 3.247688 -2.524097 0.012 0.125 0.121 0.154
O -3.746720 6.356616 -3.806150 -0.268 -0.843 -0.803 -0.660
S -3.852335 5.000370 -4.302343 0.027 -0.389 0.391 1.169
O -3.558140 4.661689 -5.678761 -0.273 0.662 0.886 -0.616
O -5.324268 4.411594 -3.922403 1.160 0.014 0.156 -0.257
C -6.474967 5.135147 -4.332403 -0.832 0.470 -0.479 -0.331
C -6.748837 4.953139 -5.814033 0.123 0.040 -0.315 -0.989
C -2.902997 3.932649 -3.249194 -0.227 -0.098 0.063 -0.547
H -6.379429 6.195150 -4.074436 0.160 -0.110 0.012 0.322
H -7.323533 4.740436 -3.762238 0.394 -0.088 0.110 0.265
H -5.962058 5.410602 -6.418570 -0.081 -0.035 0.066 0.297
H -7.700329 5.416443 -6.093076 0.068 -0.064 0.123 0.384
H -6.780939 3.890320 -6.074200 -0.053 0.141 0.096 0.256
H -3.148299 4.151471 -2.208012 -0.014 0.004 -0.199 0.372
H -1.845843 4.129747 -3.435932 -0.101 0.092 -0.113 -0.052
H -3.137093 2.894568 -3.495373 0.024 0.187 -0.001 0.395
O 3.245337 2.496499 6.968515 -0.144 -0.825 -0.663 -0.656
S 3.139722 1.140253 6.472323 -0.491 -0.421 -0.094 1.081
O 3.433917 0.801572 5.095905 -0.157 0.673 1.127 -0.499
O 1.667789 0.551476 6.852263 1.530 0.003 0.254 -0.153
C 0.517089 1.275030 6.442263 -0.986 0.533 -0.590 -0.532
C 0.243220 1.093022 4.960632 0.142 0.036 -0.254 -0.770
C 4.089060 0.072532 7.525472 -0.175 -0.135 0.114 -0.888
H 0.612628 2.335033 6.700230 0.170 -0.107 0.029 0.330
H -0.331476 0.880319 7.012428 0.414 -0.110 0.130 0.289
H 1.029999 1.550485 4.356096 -0.095 -0.073 0.023 0.226
H -0.708272 1.556326 4.681589 0.077 -0.074 0.111 0.450
H 0.211118 0.030203 4.700465 -0.040 0.155 0.045 0.168
H 3.843758 0.291354 8.566653 -0.020 -0.006 -0.201 0.318
H 5.146214 0.269630 7.338733 -0.180 0.103 -0.102 0.366
H 3.854964 -0.965549 7.279293 -0.030 0.173 -0.009 0.243
O 0.399950 -3.013577 8.274105 0.679 -0.694 -0.608 -0.641
S 0.994564 -4.184457 7.663993 -0.375 -0.210 -0.676 1.288
O 2.323340 -4.159601 7.089957 -1.015 0.321 0.644 -0.597
O -0.040863 -4.788280 6.559055 0.791 -0.251 1.647 -0.270
C -0.515793 -3.932839 5.530269 -0.187 0.831 -1.223 -0.367
C 0.539806 -3.704566 4.463984 0.208 0.149 -0.030 -0.830
C 0.908476 -5.532791 8.815071 -0.155 -0.149 -0.081 -0.996
H -0.869811 -2.983945 5.946867 0.095 -0.127 0.134 0.269
H -1.381281 -4.427040 5.074590 0.163 -0.139 0.382 0.286
H 1.385022 -3.138137 4.862138 -0.094 -0.009 -0.057 0.252
H 0.125362 -3.143128 3.620848 0.030 -0.115 0.066 0.316
H 0.932598 -4.658343 4.097482 -0.151 0.125 0.004 0.304
H -0.102571 -5.586610 9.223731 0.153 0.051 -0.121 0.312
H 1.627052 -5.339407 9.613535 -0.048 0.120 -0.177 0.363
H 1.169217 -6.457667 8.295807 -0.037 0.199 0.029 0.317
```
Forces are in eV/Å.

Output
- Total charge: -1
- Highest occupied orbital energy: -6.0 eV


4.
Entry from the Open Molecules 2025 dataset: the ion C5H8FN2 with charge +1 at a distorted geometry (ωB97M-V with the def2-TZVPD basis set).

```
16
Properties=species:S:1:pos:R:3:forces:R:3:nbo_charge:R:1
C -2.410201 0.417230 -0.182434 -0.112 0.249 1.222 0.162
C -0.103370 0.994024 0.597498 -1.987 0.283 1.609 -0.484
C -1.494833 0.357178 0.893255 1.489 -2.077 -0.485 -0.196
C 0.739413 -0.134902 0.310083 0.752 -3.622 -1.172 -0.089
C -0.174318 -1.354072 -0.063207 -0.455 1.907 -0.046 0.258
N -3.186937 0.523927 -1.019329 -0.370 0.001 -0.788 -0.219
N 1.834685 0.085801 -0.910745 -3.785 1.796 1.808 -0.735
F 0.059441 -2.496795 0.553618 0.365 0.081 0.448 -0.292
H -0.099658 1.611723 -0.220226 -0.866 1.762 -2.272 0.229
H 0.202711 1.646883 1.385037 0.526 0.115 0.830 0.264
H -1.809914 -0.037131 1.913616 0.534 0.833 -1.558 0.290
H 1.301383 -0.430869 1.132302 1.212 -0.646 1.511 0.243
H -0.451806 -1.581776 -1.119891 -0.189 0.702 0.732 0.191
H 2.321989 -0.797268 -0.989526 0.899 0.353 -0.316 0.463
H 2.255002 1.043081 -0.729885 0.288 -1.883 -0.755 0.470
H 1.016416 0.152971 -1.550165 1.700 0.146 -0.769 0.446
```
Forces are in eV/Å.

Output
- Total charge: +1
- Highest occupied orbital energy (spin up / spin down): -13.2 / -13.4 eV
- Relative energy (zero: lowest compared OMol25 entry of this formula, charge and spin): 4.798 eV